# 1
Formula: C25H25BF5N10O3S3TeTi
Source: OMol25
Level of theory: ωB97M-V with the def2-TZVPD basis set

The value obtained for the highest occupied orbital energy is -0.172 hartree. The calculation puts the orbital gap at 6.911 eV. The total charge is -1.

Last column: Mulliken charge in e.
Atoms and positions in Å:
Ti  0.9975  0.2190  -0.0804  -0.071
N  -4.2008  -4.4135  3.4976  -0.617
C  -2.9902  -4.1745  2.8390  1.008
C  -2.9792  -3.7979  1.4965  -0.639
C  -1.7858  -3.5069  0.8599  -0.365
C  -0.5917  -3.5889  1.5646  -0.682
C  -0.5869  -3.9698  2.9007  -0.190
C  -1.7819  -4.2601  3.5333  -0.857
S  0.9037  -3.1138  0.7624  1.042
O  1.9887  -3.8390  1.3560  -0.720
O  0.6639  -3.2100  -0.6448  -0.656
N  1.0199  -1.5137  1.1245  0.699
C  1.4728  -1.0544  2.3268  0.284
N  1.5665  0.2880  2.2709  0.212
C  2.1489  0.9119  3.2750  -0.024
C  2.5422  0.2178  4.4118  -0.960
C  2.2827  -1.1399  4.4177  -0.357
N  1.7580  -1.8003  3.3938  -0.429
H  -4.9581  -4.6831  2.8896  0.236
H  -4.1278  -5.0286  4.2925  0.234
H  -3.9137  -3.7235  0.9524  0.315
H  -1.7663  -3.1958  -0.1765  0.528
H  0.3548  -4.0239  3.4284  0.528
H  -1.7860  -4.5515  4.5777  0.297
H  2.2727  1.9850  3.1697  0.356
H  3.0034  0.7126  5.2532  0.388
H  2.5152  -1.7373  5.2947  0.433
S  1.6358  -1.1929  -3.0652  -0.265
C  -0.0369  -1.2760  -3.5803  0.788
C  -0.2193  -1.7519  -4.8795  -0.825
C  -1.4799  -1.8691  -5.4292  -0.528
C  -2.5831  -1.5124  -4.6621  -0.751
C  -2.3984  -1.0407  -3.3767  -0.825
C  -1.1298  -0.9001  -2.7934  0.409
S  -1.1751  -0.2331  -1.1492  -0.047
H  0.6533  -2.0395  -5.4584  0.382
H  -1.6003  -2.2404  -6.4390  0.372
H  -3.5846  -1.5979  -5.0652  0.370
H  -3.2556  -0.7513  -2.7804  0.465
B  -0.9466  3.3041  1.0507  0.121
N  -1.1359  1.9808  1.8151  -0.517
C  -1.9518  1.8109  2.8649  -0.454
C  -2.1965  0.4618  3.0268  -1.370
C  -1.4718  -0.1346  1.9960  -0.436
N  -0.8298  0.7843  1.2764  1.229
N  0.5665  3.4928  0.7670  -0.524
C  1.2563  4.6284  0.9314  -0.344
C  2.5854  4.3859  0.6471  -1.438
C  2.6181  3.0337  0.3210  -0.856
N  1.3953  2.4970  0.3883  1.318
H  -1.3115  4.2203  1.7470  -0.196
H  -1.5953  3.2659  0.0231  -0.135
H  -2.3261  2.6710  3.3941  0.462
H  -2.8101  -0.0228  3.7657  0.506
H  -1.3785  -1.1765  1.7489  0.688
H  0.7478  5.5206  1.2561  0.428
H  3.4100  5.0758  0.6677  0.442
H  3.4713  2.4220  0.0919  0.868
N  -0.2958  3.1470  -2.3555  0.032
C  -0.9308  3.6037  -3.4475  -0.268
C  -0.4312  2.9008  -4.5195  -1.403
C  0.5007  2.0195  -3.9488  -0.069
N  0.5719  2.1712  -2.6299  0.307
H  -0.5028  3.3722  -1.3928  -0.006
H  -1.6804  4.3731  -3.3751  0.460
H  -0.6987  3.0001  -5.5564  0.410
H  1.0972  1.2691  -4.4431  0.455
F  3.3866  3.4305  -2.9792  -0.546
Te  3.6531  1.5316  -2.6833  1.938
F  2.8839  0.4271  -0.0086  -0.437
F  4.0789  1.5793  -4.5075  -0.434
F  5.2351  2.1817  -1.9209  -0.436
F  4.6793  -0.0954  -2.7585  -0.519
O  1.5078  -0.7352  -1.5611  0.185

# 2
Formula: C4H14O3
Source: OMol25
Level of theory: ωB97M-V with the def2-TZVPD basis set

The value obtained for the highest occupied orbital energy (spin up / spin down) is -0.487 / -0.487 hartree. The calculation puts the orbital gap (spin up / spin down) at 8.178 / 4.529 eV. The total charge is +1. Its spin multiplicity is 2.

Last column: Mulliken charge in e.
Atoms and positions in Å:
C  2.6406  -0.1400  0.1329  -1.162
C  1.8487  -1.0694  -0.6548  1.230
C  0.5241  -0.7175  -1.0080  -0.940
C  2.4817  -2.3097  -1.1111  -1.118
H  2.1739  0.8235  0.2680  0.361
H  2.8422  -0.5737  1.1180  0.368
H  3.6629  0.0281  -0.2040  0.382
H  -0.1016  -1.4962  -1.4412  0.307
H  0.1005  0.2203  -0.7150  0.427
H  2.7877  -2.8927  -0.2283  0.356
H  1.8041  -3.0152  -1.5856  0.384
H  3.3489  -2.0595  -1.7262  0.351
H  -2.4707  -1.5569  -0.1225  0.317
H  -1.6448  -0.9296  1.0048  0.311
O  -2.5312  -1.2308  0.7813  -0.598
H  -1.0414  2.3090  1.6714  0.301
H  0.2828  1.5780  2.0375  0.325
O  -0.2973  1.8267  1.3001  -0.602
H  -5.4249  3.2642  -0.4981  0.312
H  -5.1634  4.1389  0.7941  0.311
O  -5.8228  3.8025  0.1866  -0.623

# 3
Formula: CH2INO
Source: OMol25
Level of theory: ωB97M-V with the def2-TZVPD basis set

The value obtained for the highest occupied orbital energy (spin up / spin down) is -0.277 / -0.277 hartree. The calculation puts the orbital gap (spin up / spin down) at 7.038 / 7.025 eV.

Last column: Mulliken charge in e.
Atoms and positions in Å:
C  0.0828  0.4061  0.0559  -0.746
N  1.8770  0.0702  -2.3396  0.083
O  1.2670  -0.5403  -1.5614  -0.112
I  1.0046  2.2175  -0.3202  0.119
H  0.6723  -0.2847  0.6273  0.313
H  -0.9149  0.2676  -0.2582  0.343

Result set for energy above the lowest of the compared OMol25 structures with the same formula, charge and spin: 156.81, 81.75, 551.50 kJ/mol, one per record in the order listed.